1.
One molecule with the formula C3H6O3, computed with ωB97M-V/def2-TZVPD.

Summary:
Energy relative to the best compared isomer or geometry (same formula, charge and spin) in kcal/mol: 43.6
E_LUMO in hartree: 0.0160
Kohn-Sham gap in Eh: 0.370
Calculated total energy in eV: -9349.425
E_HOMO in eV: -9.644
SMILES string: O=C[C@H](O)CO
Total charge: 0

Last column: Mulliken charge in e.
Geometry (Å):
O: -1.88 -1.93 -0.17  -0.443
C: -0.75 -1.58 0.02  -0.154
C: -0.30 -0.22 0.57  0.321
O: -1.28 0.77 0.57  -0.577
C: 0.91 0.42 -0.10  -0.469
O: 0.41 1.21 -1.19  -0.637
H: 0.11 -2.29 -0.11  0.271
H: 0.10 -0.50 1.57  0.281
H: -1.01 1.25 -0.26  0.429
H: 1.38 1.07 0.65  0.315
H: 1.63 -0.34 -0.43  0.322
H: 0.67 2.14 -1.12  0.341



2.
C26H30F3IN2O4ReS as an isolated structure, computed with ωB97M-V/def2-TZVPD.

Summary:
Multiplicity: 2
E_LUMO (alpha / beta) in hartree: -0.3671 / -0.3421
Kohn-Sham gap (alpha / beta) in Eh: 0.120 / 0.145
Calculated total energy in eV: -67819.513
E_HOMO (alpha / beta) in eV: -13.251 / -13.259
Total charge: +2

Last column: Mulliken spin population.
Geometry (Å):
Re: 1.21 0.81 0.07  0.997
C: 0.66 2.50 3.88  -0.001
C: 1.55 2.26 2.71  -0.017
C: 2.34 1.10 2.64  0.001
C: 3.33 0.94 1.65  0.007
C: 4.34 -0.15 1.77  -0.010
C: 3.38 1.89 0.61  0.045
C: 2.55 3.04 0.61  -0.018
C: 2.73 4.12 -0.42  -0.007
C: 1.66 3.21 1.68  -0.003
H: -0.38 2.30 3.63  0.000
H: 0.71 3.54 4.20  0.000
H: 0.94 1.86 4.72  0.000
H: 2.31 0.40 3.46  -0.001
H: 3.99 -1.06 1.28  0.005
H: 4.52 -0.38 2.81  0.001
H: 5.28 0.14 1.30  -0.001
H: 4.19 1.84 -0.11  0.006
H: 2.43 5.08 -0.02  0.001
H: 2.12 3.92 -1.30  0.002
H: 3.77 4.18 -0.73  0.000
H: 1.10 4.13 1.77  0.002
F: -0.11 0.54 -6.82  0.000
C: 1.12 0.52 -6.31  0.000
F: 1.83 1.50 -6.87  0.000
F: 1.68 -0.64 -6.65  0.000
C: 1.10 0.66 -4.79  -0.004
C: 2.28 0.55 -4.08  -0.002
C: 2.24 0.63 -2.70  0.008
N: 1.09 0.82 -2.02  -0.004
C: -0.04 0.95 -2.72  -0.008
C: -0.09 0.88 -4.10  0.000
H: 3.22 0.39 -4.59  0.000
H: 3.15 0.51 -2.13  0.000
H: -0.96 1.08 -2.16  0.001
H: -1.02 0.98 -4.62  0.000
I: -1.51 2.85 0.16  -0.028
C: -0.82 0.90 0.71  -0.027
H: -1.51 0.17 0.27  0.029
H: -0.87 0.82 1.81  0.010
C: -3.72 0.77 3.29  -0.001
C: -3.66 -0.39 2.35  0.004
C: -3.99 -0.24 1.00  0.001
C: -3.89 -1.31 0.13  -0.001
C: -3.52 -2.54 0.64  -0.001
C: -3.18 -2.73 1.97  0.002
C: -3.27 -1.64 2.83  -0.001
S: -3.53 -3.97 -0.46  0.000
O: -4.39 -3.72 -1.55  0.000
O: -3.57 -5.16 0.32  0.000
N: -1.95 -3.79 -1.01  -0.002
C: -0.85 -4.22 -0.20  0.001
C: 0.45 -3.47 -0.50  -0.003
C: 0.29 -1.96 -0.53  0.020
O: -0.62 -1.41 -1.14  0.008
O: 1.19 -1.29 0.10  -0.007
H: -3.65 1.71 2.75  0.000
H: -2.95 0.70 4.05  0.000
H: -4.68 0.75 3.80  0.000
H: -4.33 0.71 0.63  -0.001
H: -4.13 -1.21 -0.91  0.000
H: -2.93 -3.71 2.34  0.000
H: -3.05 -1.78 3.88  0.000
H: -1.77 -2.96 -1.57  0.000
H: -0.70 -5.29 -0.37  -0.001
H: -1.12 -4.13 0.86  0.000
H: 0.79 -3.75 -1.50  0.000
H: 1.21 -3.75 0.22  -0.001



3.
C41H38N3OP2Pb as an isolated structure, computed with ωB97M-V/def2-TZVPD.

Summary:
Energy relative to the best compared isomer or geometry (same formula, charge and spin) in kcal/mol: 0.0
E_LUMO in hartree: -0.1197
Kohn-Sham gap in Eh: 0.267
Calculated total energy in eV: -73472.597
E_HOMO in eV: -10.535
Total charge: +1

Last column: Mulliken charge in e.
Geometry (Å):
Pb: 1.28 0.67 -0.62  0.920
C: 5.54 -1.04 -1.64  -1.602
C: 4.13 -0.54 -1.68  0.725
N: 3.41 -0.41 -0.61  0.671
N: 3.94 -0.72 0.59  -1.030
C: 3.10 -0.56 1.60  0.390
O: 1.86 -0.27 1.50  -0.624
C: 3.69 -0.74 2.95  0.278
C: 2.87 -0.86 4.07  -0.326
C: 3.42 -0.97 5.33  -0.754
C: 4.80 -0.97 5.49  -0.384
C: 5.63 -0.85 4.38  -0.706
C: 5.08 -0.73 3.12  -0.233
C: 3.50 -0.17 -2.95  0.452
C: 4.25 -0.15 -4.13  -0.948
C: 3.63 0.19 -5.32  -0.412
C: 2.28 0.50 -5.32  -1.004
C: 1.62 0.50 -4.10  0.033
N: 2.20 0.18 -2.95  0.219
H: 5.81 -1.24 -0.61  0.319
H: 6.23 -0.30 -2.05  0.409
H: 5.63 -1.96 -2.22  0.352
H: 1.79 -0.89 3.93  0.413
H: 2.78 -1.05 6.20  0.412
H: 5.23 -1.06 6.48  0.394
H: 6.70 -0.84 4.50  0.400
H: 5.70 -0.62 2.24  0.404
H: 5.30 -0.38 -4.11  0.396
H: 4.20 0.22 -6.24  0.444
H: 1.75 0.74 -6.23  0.460
H: 0.58 0.78 -4.05  0.402
C: -2.03 0.45 -2.52  -0.511
C: -1.62 -1.02 -2.22  -1.336
P: -0.58 -1.36 -0.74  1.124
C: 0.19 -2.99 -1.01  0.629
C: -0.38 -3.99 -1.78  -0.741
C: 0.20 -5.25 -1.82  -0.683
C: 1.34 -5.52 -1.08  -0.567
C: 1.92 -4.52 -0.31  -1.014
C: 1.35 -3.26 -0.28  0.152
C: -1.71 -1.76 0.64  1.204
C: -3.10 -1.68 0.56  -0.441
C: -3.87 -1.95 1.68  -0.696
C: -3.28 -2.33 2.87  -0.669
C: -1.90 -2.46 2.94  -0.713
C: -1.11 -2.17 1.83  -0.492
C: -2.93 1.22 -1.50  0.164
P: -2.40 2.99 -1.10  -0.216
C: -1.87 2.96 0.66  0.613
C: -2.34 2.11 1.66  0.061
C: -1.83 2.20 2.95  -0.846
C: -0.85 3.13 3.26  -0.596
C: -0.40 4.01 2.28  -0.672
C: -0.91 3.92 1.00  -0.704
C: -4.07 3.74 -0.89  0.430
C: -4.68 4.00 0.33  -0.234
C: -5.93 4.62 0.36  -0.689
C: -6.56 4.99 -0.81  -0.497
C: -5.94 4.74 -2.03  -0.588
C: -4.70 4.13 -2.07  -0.364
H: -2.57 0.41 -3.46  0.346
H: -1.11 1.02 -2.71  -0.009
H: -1.00 -1.38 -3.04  0.642
H: -2.53 -1.63 -2.19  0.640
H: -1.29 -3.80 -2.35  0.388
H: -0.24 -6.02 -2.43  0.438
H: 1.78 -6.51 -1.10  0.409
H: 2.80 -4.72 0.28  0.511
H: 1.80 -2.47 0.32  0.180
H: -3.60 -1.41 -0.36  0.204
H: -4.95 -1.86 1.61  0.446
H: -3.89 -2.53 3.74  0.415
H: -1.43 -2.78 3.86  0.457
H: -0.03 -2.25 1.89  0.263
H: -3.02 0.69 -0.56  -0.762
H: -3.92 1.32 -1.94  0.660
H: -3.12 1.38 1.46  0.567
H: -2.21 1.54 3.72  0.455
H: -0.44 3.18 4.26  0.427
H: 0.36 4.74 2.52  0.425
H: -0.59 4.63 0.23  0.374
H: -4.20 3.73 1.26  0.382
H: -6.40 4.82 1.31  0.400
H: -7.52 5.48 -0.78  0.386
H: -6.43 5.04 -2.96  0.388
H: -4.21 3.96 -3.02  0.387



4.
C4H22BO19 as an isolated structure, computed with ωB97M-V/def2-TZVPD.

Summary:
Energy relative to the best compared isomer or geometry (same formula, charge and spin) in kcal/mol: 120.7
E_LUMO in hartree: 0.0385
Kohn-Sham gap in Eh: 0.345
Calculated total energy in eV: -44088.684
E_HOMO in eV: -8.351
Total charge: -1

Last column: Mulliken charge in e.
Geometry (Å):
O: -1.19 1.96 -2.21  -0.832
C: -1.09 1.14 -1.38  0.543
O: 0.01 0.66 -1.00  -0.505
B: -0.25 -0.17 0.18  1.197
O: -1.79 0.17 0.43  -0.434
C: -2.14 0.93 -0.45  0.600
O: -3.34 1.16 -0.73  -0.743
O: 0.59 0.09 1.38  -0.584
C: 1.24 -0.96 1.53  0.775
O: 2.25 -0.97 2.31  -0.735
C: 0.86 -2.00 0.69  0.658
O: -0.01 -1.64 -0.11  -0.340
O: 1.48 -3.09 0.60  -0.903
O: -0.81 4.34 -3.70  -0.673
H: -1.49 4.03 -4.46  0.320
H: -0.94 3.54 -3.12  0.524
O: 1.40 -4.89 2.85  -0.696
H: 1.37 -4.09 2.21  0.328
H: 1.25 -5.74 2.32  0.296
O: -0.98 -2.82 -3.13  -0.653
H: -0.16 -3.25 -3.54  0.315
H: -0.86 -2.73 -2.20  0.357
O: 2.00 -0.17 4.90  -0.690
H: 1.93 -0.27 3.93  0.391
H: 1.47 -0.82 5.31  0.288
O: 0.57 1.09 -4.30  -0.673
H: 0.08 1.36 -3.57  0.386
H: 1.51 1.62 -4.35  0.307
O: -5.07 4.11 -0.41  -0.602
H: -5.72 3.82 0.11  0.268
H: -4.70 3.38 -0.86  0.329
O: -4.06 2.02 2.58  -0.608
H: -3.88 1.53 1.87  0.293
H: -3.17 1.66 2.92  0.319
O: 4.69 0.38 2.36  -0.639
H: 4.15 -0.21 2.87  0.278
H: 5.39 0.23 2.98  0.309
O: -5.02 1.92 -2.75  -0.668
H: -5.91 1.76 -2.33  0.291
H: -4.29 1.66 -2.17  0.479
O: 4.09 -4.35 0.72  -0.662
H: 3.32 -3.68 0.69  0.425
H: 4.63 -4.14 1.50  0.293
O: 3.90 0.37 -0.36  -0.582
H: 3.90 0.34 0.60  0.388
H: 4.76 0.73 -0.74  0.263



5.
C21H15Cl2FeO3PRh as an isolated structure, computed with ωB97M-V/def2-TZVPD.

Summary:
Multiplicity: 10
E_LUMO (alpha / beta) in hartree: -0.4669 / -0.5929
Kohn-Sham gap (alpha / beta) in Eh: 0.153 / 0.186
Calculated total energy in eV: -99841.866
E_HOMO (alpha / beta) in eV: -16.858 / -21.192
Total charge: +4

Last column: Mulliken spin population.
Geometry (Å):
Rh: 0.34 0.32 -4.98  1.167
Fe: 0.38 0.62 -2.12  3.746
Cl: -0.36 -1.24 -3.32  0.094
Cl: -0.13 2.27 -3.58  0.113
C: 1.77 2.09 -1.35  0.061
C: 0.73 -1.16 -6.00  -0.093
C: 0.83 1.41 -6.40  -0.079
O: 2.33 3.02 -0.98  0.008
O: 1.04 -2.13 -6.58  -0.001
O: 1.17 2.09 -7.27  -0.001
C: -1.19 3.59 2.46  0.257
C: 0.15 3.19 2.29  0.238
C: 0.40 2.07 1.48  0.031
C: -0.64 1.35 0.92  0.204
C: -1.97 1.80 1.04  0.004
C: -2.26 2.92 1.83  0.175
P: -0.30 -0.13 -0.10  0.271
C: 1.36 -0.72 0.36  0.298
C: 2.30 -0.99 -0.66  0.132
C: 3.61 -1.31 -0.31  0.293
C: 3.97 -1.32 1.05  0.561
C: 3.05 -1.04 2.06  -0.076
C: 1.73 -0.75 1.70  0.478
C: -1.50 -1.33 0.56  0.196
C: -1.13 -2.25 1.55  0.075
C: -2.09 -3.01 2.23  0.251
C: -3.43 -2.90 1.89  -0.004
C: -3.82 -2.03 0.87  0.265
C: -2.86 -1.26 0.20  0.216
H: -1.41 4.44 3.10  -0.011
H: 0.98 3.69 2.80  0.002
H: 1.42 1.72 1.32  -0.001
H: -2.75 1.24 0.53  -0.013
H: -3.31 3.23 1.97  0.007
H: 1.98 -0.88 -1.72  0.026
H: 4.36 -1.52 -1.07  -0.007
H: 4.99 -1.57 1.32  0.007
H: 3.33 -1.05 3.11  0.003
H: 1.01 -0.49 2.46  0.027
H: -0.09 -2.30 1.85  0.079
H: -1.78 -3.68 3.03  -0.004
H: -4.18 -3.50 2.41  0.007
H: -4.87 -1.92 0.62  -0.001
H: -3.17 -0.55 -0.55  0.002